[1]
{
  "formula": "C16H44BrI2NO9P",
  "method": "wB97M-V/def2-TZVPD",
  "symbols": ["C", "C", "N", "Br", "C", "C", "O", "O", "C", "I", "C", "C", "I", "P", "C", "C", "H", "H", "H", "H", "H", "H", "H", "H", "H", "H", "H", "H", "H", "H", "H", "H", "C", "O", "H", "H", "H", "H", "C", "O", "H", "H", "H", "H", "C", "O", "H", "H", "H", "H", "C", "O", "H", "H", "H", "H", "C", "O", "H", "H", "H", "H", "C", "O", "H", "H", "H", "H", "C", "O", "H", "H", "H", "H"],
  "xyz": [[-0.131, 2.784, 2.615], [0.346, 2.343, 1.233], [0.693, 0.904, 1.229], [2.405, 0.775, 2.031], [0.647, 0.255, -0.118], [1.506, 0.883, -1.233], [2.200, 1.867, -0.921], [1.375, 0.307, -2.316], [-0.823, 0.127, -0.587], [-1.659, 1.762, -1.717], [-1.740, -0.340, 0.528], [-2.377, 0.679, 1.462], [-3.330, -1.528, -0.392], [1.228, -1.574, -0.088], [2.995, -1.477, -0.444], [1.136, -2.071, 1.673], [-1.150, 3.159, 2.576], [0.486, 3.578, 3.017], [-0.128, 1.944, 3.303], [-0.412, 2.503, 0.482], [1.204, 2.929, 0.930], [-0.768, -0.660, -1.322], [-1.207, -1.079, 1.111], [-2.339, 1.678, 1.051], [-1.837, 0.679, 2.403], [-3.404, 0.433, 1.693], [3.574, -0.927, 0.287], [3.111, -0.990, -1.400], [3.413, -2.478, -0.512], [2.109, -2.205, 2.131], [0.589, -1.355, 2.276], [0.619, -3.024, 1.714], [5.521, 1.431, -2.212], [4.735, 1.070, -1.094], [6.460, 0.880, -2.134], [5.034, 1.169, -3.156], [5.748, 2.502, -2.233], [3.875, 1.526, -1.148], [1.908, 2.292, -5.094], [2.465, 3.159, -4.128], [2.156, 2.710, -6.073], [2.317, 1.282, -5.021], [0.819, 2.224, -5.006], [2.269, 2.783, -3.250], [3.478, 3.025, 5.405], [2.093, 3.308, 5.249], [4.011, 3.970, 5.342], [3.684, 2.567, 6.378], [3.836, 2.359, 4.616], [1.621, 2.471, 5.281], [-3.868, -5.997, -1.034], [-4.078, -5.889, 0.373], [-4.250, -6.963, -1.356], [-4.398, -5.213, -1.580], [-2.805, -5.945, -1.281], [-3.725, -5.036, 0.640], [1.786, -1.805, 5.527], [1.883, -2.936, 4.675], [2.145, -0.956, 4.949], [0.754, -1.606, 5.831], [2.406, -1.908, 6.423], [1.568, -3.711, 5.148], [-2.396, 4.024, -4.895], [-2.271, 4.581, -3.594], [-3.398, 4.267, -5.244], [-1.669, 4.447, -5.594], [-2.283, 2.937, -4.887], [-1.388, 4.373, -3.268], [-7.633, -4.768, -2.699], [-6.522, -3.890, -2.614], [-7.706, -5.080, -3.739], [-7.502, -5.659, -2.077], [-8.569, -4.277, -2.418], [-6.437, -3.599, -1.702]],
  "forces_ev_per_a": [[-0.201, 0.161, -0.121], [0.313, -0.104, 0.382], [-0.238, 0.042, -0.550], [0.071, 0.210, 0.202], [0.330, 0.112, 1.058], [-0.694, -0.059, 0.213], [0.368, 0.596, -0.223], [0.188, 0.012, -0.821], [0.403, -0.218, 0.248], [-0.145, 0.016, -0.175], [-0.615, 0.000, -0.111], [0.205, -0.143, 0.268], [-0.017, -0.139, -0.002], [-0.712, -0.223, -0.532], [0.481, 0.025, 0.306], [0.055, -0.175, 0.167], [-0.171, 0.039, 0.001], [0.195, 0.039, 0.167], [0.093, -0.114, 0.158], [-0.166, -0.035, -0.079], [0.115, 0.109, -0.234], [-0.077, 0.115, -0.394], [0.057, -0.208, -0.019], [-0.122, 0.168, -0.125], [0.168, 0.066, 0.077], [-0.233, -0.017, -0.033], [0.090, 0.117, 0.076], [0.122, 0.020, -0.290], [-0.123, -0.268, -0.048], [0.169, 0.035, 0.040], [-0.079, 0.101, 0.093], [-0.137, -0.189, 0.074], [-0.175, -0.111, 0.320], [0.624, 0.100, -0.211], [0.037, 0.022, -0.084], [-0.017, -0.019, -0.084], [0.020, 0.039, -0.009], [-0.248, -0.034, 0.085], [0.017, 0.035, -0.111], [-0.152, -0.098, 0.476], [-0.034, -0.057, 0.034], [-0.013, -0.034, 0.017], [-0.011, -0.026, -0.002], [0.154, 0.027, -0.182], [-0.206, -0.113, -0.020], [0.150, 0.034, 0.175], [0.010, 0.025, -0.016], [0.062, 0.028, 0.002], [0.056, 0.031, -0.029], [-0.068, 0.004, -0.162], [0.048, 0.098, 0.079], [-0.017, -0.011, -0.179], [-0.041, -0.040, 0.070], [0.018, -0.027, -0.052], [0.001, 0.004, -0.037], [0.006, 0.054, 0.085], [0.004, -0.015, -0.090], [0.032, -0.025, 0.125], [-0.011, 0.041, -0.014], [-0.012, -0.004, -0.013], [0.015, -0.014, -0.006], [-0.021, 0.001, 0.022], [0.001, 0.003, 0.062], [0.095, -0.050, -0.079], [-0.015, -0.009, -0.025], [0.004, 0.018, 0.005], [-0.003, -0.007, 0.017], [-0.014, 0.027, 0.029], [0.072, 0.026, 0.018], [-0.095, -0.055, 0.039], [-0.021, -0.021, -0.023], [0.018, 0.000, -0.002], [0.003, 0.015, -0.008], [0.039, 0.046, 0.005]],
  "lowdin_charge": [-0.11, -0.36, -0.45, 0.87, -0.57, -0.80, -0.05, -0.04, -0.77, 1.03, -0.78, -0.19, 0.78, 0.98, -0.31, -0.36, 0.06, 0.06, 0.05, 0.01, 0.08, 0.00, 0.04, 0.02, 0.07, 0.04, -0.01, 0.02, 0.04, 0.01, 0.00, 0.02, -0.17, -0.15, 0.07, 0.07, 0.07, 0.02, -0.18, -0.14, 0.07, 0.07, 0.07, 0.05, -0.16, -0.13, 0.08, 0.07, 0.06, 0.06, -0.16, -0.14, 0.07, 0.06, 0.08, 0.05, -0.16, -0.13, 0.06, 0.08, 0.07, 0.07, -0.18, -0.18, 0.07, 0.08, 0.06, 0.03, -0.17, -0.13, 0.08, 0.07, 0.07, 0.07],
  "fmax_ev_per_a": 1.11,
  "spin_multiplicity": 1,
  "gap_ev": 7.2995,
  "total_energy_ha": -4878.63363,
  "homo_energy_ev": -5.1877,
  "total_charge": -1
}

***

[2]
{
  "formula": "C16H44CrN4O8P",
  "method": "wB97M-V/def2-TZVPD",
  "symbols": ["Cr", "P", "O", "O", "O", "O", "C", "C", "C", "O", "C", "N", "H", "H", "H", "H", "H", "H", "H", "H", "H", "H", "H", "C", "C", "C", "O", "C", "N", "H", "H", "H", "H", "H", "H", "H", "H", "H", "H", "H", "C", "C", "C", "O", "C", "N", "H", "H", "H", "H", "H", "H", "H", "H", "H", "H", "H", "C", "C", "C", "O", "C", "N", "H", "H", "H", "H", "H", "H", "H", "H", "H", "H", "H"],
  "xyz": [[-0.490, -1.260, -0.802], [-0.411, -3.694, -1.802], [0.922, -3.919, -2.497], [-1.299, -4.914, -1.804], [-1.127, -2.386, -2.396], [-0.124, -3.165, -0.305], [-1.868, 2.917, -1.933], [-0.693, 1.939, -1.880], [0.603, 2.686, -1.558], [0.663, 2.942, -0.159], [1.937, 3.386, 0.254], [-0.986, 0.892, -0.824], [-2.828, 2.424, -2.107], [-1.738, 3.617, -2.766], [-2.005, 3.488, -1.013], [-0.594, 1.442, -2.845], [0.483, 3.680, -2.012], [1.472, 2.138, -1.921], [1.820, 3.925, 1.203], [2.387, 4.047, -0.486], [2.567, 2.547, 0.575], [-1.996, 0.932, -0.683], [-0.777, 1.448, 0.012], [-0.145, 0.922, 2.867], [0.646, -0.294, 2.371], [1.245, -1.110, 3.516], [2.351, -1.829, 2.999], [2.861, -2.766, 3.928], [-0.210, -1.120, 1.517], [-1.112, 0.692, 3.326], [-0.334, 1.548, 2.001], [0.400, 1.477, 3.635], [1.484, 0.129, 1.808], [0.490, -1.831, 3.865], [1.631, -0.493, 4.340], [2.040, -3.445, 4.194], [3.220, -2.275, 4.838], [3.624, -3.348, 3.423], [-0.952, -1.472, 2.126], [0.253, -2.023, 1.314], [-5.130, -1.844, -0.810], [-3.985, -0.867, -0.486], [-4.352, -0.017, 0.715], [-3.533, 1.152, 0.777], [-3.949, 2.050, 1.767], [-2.730, -1.595, -0.275], [-6.118, -1.372, -0.823], [-5.132, -2.743, -0.198], [-4.964, -2.166, -1.842], [-3.808, -0.257, -1.378], [-4.258, -0.528, 1.682], [-5.395, 0.301, 0.571], [-5.031, 2.219, 1.802], [-3.467, 3.010, 1.589], [-3.673, 1.682, 2.764], [-2.594, -2.315, -1.001], [-2.741, -2.053, 0.630], [2.772, -1.536, -0.521], [2.341, -0.377, -1.396], [3.532, 0.142, -2.202], [4.551, 0.638, -1.356], [5.533, 1.321, -2.084], [1.231, -0.771, -2.272], [3.597, -1.351, 0.163], [2.952, -2.398, -1.175], [1.972, -1.949, 0.096], [1.996, 0.491, -0.820], [3.170, 0.928, -2.884], [3.887, -0.680, -2.840], [6.174, 0.673, -2.701], [6.226, 1.751, -1.356], [5.121, 2.097, -2.738], [1.518, -1.520, -2.904], [0.879, 0.009, -2.813]],
  "forces_ev_per_a": [[0.150, -0.957, 0.690], [0.551, -1.459, -0.981], [0.387, 0.628, -0.077], [-0.459, 0.537, 0.350], [-0.249, 0.240, 0.265], [-0.309, 1.123, 0.175], [-0.251, 0.261, -0.534], [-0.840, -0.462, 0.826], [-0.852, 0.423, 0.198], [0.092, -0.271, -0.078], [-0.183, -0.103, 1.209], [-0.134, 1.991, -0.312], [0.143, -0.275, -0.053], [0.031, 0.058, 0.145], [0.337, -0.020, 0.077], [-0.014, 0.026, -0.036], [0.590, -0.233, -0.494], [0.170, 0.168, 0.067], [-0.269, 0.287, -0.330], [0.258, -0.129, -0.018], [0.241, -0.064, -0.801], [-0.125, -0.606, -0.451], [0.640, -0.732, 0.199], [-0.072, -0.156, 0.190], [-0.127, 0.431, 0.752], [0.581, -0.143, -0.407], [0.121, -0.013, -0.027], [-0.935, -0.050, -0.392], [0.589, -0.675, 0.310], [0.011, -0.345, -0.159], [-0.080, 0.335, 0.088], [0.185, 0.094, -0.259], [0.001, -0.372, -0.251], [-0.022, 0.170, 0.310], [-0.411, 0.115, 0.079], [0.186, -0.126, 0.206], [0.212, -0.013, -0.007], [0.214, 0.118, 0.092], [-0.331, 0.404, -0.319], [0.135, 0.188, -0.347], [-0.037, 0.294, -0.937], [0.203, -1.248, 0.365], [0.083, 0.748, -0.345], [-0.259, 0.032, -0.346], [0.080, 0.006, 0.465], [-0.827, 0.171, 0.421], [0.022, 0.019, 0.255], [0.033, 0.128, 0.245], [0.028, -0.255, 0.126], [-0.293, 0.378, 0.195], [-0.111, -0.384, -0.191], [0.013, 0.027, 0.245], [-0.077, -0.121, -0.346], [0.128, -0.024, 0.012], [0.114, 0.059, 0.049], [0.115, 0.100, -0.010], [-0.068, -0.231, -0.118], [-0.552, -0.908, 0.102], [0.476, 0.566, -0.090], [-0.433, -0.388, -0.267], [-0.185, 0.100, -0.373], [0.843, -0.057, 0.313], [0.971, 0.307, 0.250], [0.239, 0.305, -0.338], [0.342, 0.086, 0.007], [-0.244, 0.302, -0.085], [-0.053, -0.230, 0.350], [0.141, 0.169, 0.041], [0.230, 0.033, 0.058], [-0.377, -0.251, -0.093], [-0.223, 0.255, -0.049], [-0.101, 0.091, 0.105], [-0.547, -0.455, 0.262], [0.166, -0.021, -0.174]],
  "mulliken_spin": [3.93, 0.00, 0.00, 0.00, 0.02, -0.03, 0.00, 0.06, 0.00, 0.00, 0.00, -0.07, 0.00, 0.00, 0.00, -0.01, 0.00, 0.00, 0.00, 0.00, 0.00, -0.01, 0.01, 0.00, 0.07, 0.00, 0.00, 0.00, -0.05, 0.00, 0.00, 0.00, -0.01, 0.00, 0.00, 0.00, 0.00, 0.00, 0.01, 0.00, 0.01, 0.02, 0.00, 0.01, 0.00, 0.01, 0.00, 0.00, 0.00, -0.01, 0.00, 0.00, 0.00, 0.00, 0.00, -0.02, 0.00, 0.02, -0.02, 0.03, 0.00, 0.00, 0.04, 0.00, 0.00, -0.02, -0.01, 0.00, 0.00, 0.00, 0.00, 0.00, 0.00, 0.01],
  "fmax_ev_per_a": 2.02,
  "de_lowest_ev": 0.000,
  "spin_multiplicity": 5,
  "gap_ev": [4.3704, 4.7688],
  "total_energy_ha": -2842.91230,
  "homo_energy_ev": [-2.2289, -2.6288],
  "total_charge": -1
}

***

[3]
{
  "formula": "C16H44GeI2N4O4P2Zn",
  "method": "wB97M-V/def2-TZVPD",
  "symbols": ["Zn", "I", "C", "I", "H", "H", "C", "N", "C", "P", "O", "O", "P", "O", "N", "C", "C", "N", "C", "C", "N", "C", "C", "H", "H", "H", "H", "H", "H", "H", "H", "H", "H", "H", "H", "H", "H", "H", "H", "H", "H", "H", "H", "H", "H", "H", "H", "C", "C", "C", "O", "H", "H", "H", "H", "H", "H", "H", "C", "Ge", "C", "C", "C", "H", "H", "H", "H", "H", "H", "H", "H", "H", "H", "H"],
  "xyz": [[1.052, -0.049, -0.618], [1.936, -3.276, 2.029], [3.724, -2.150, 1.871], [3.749, -0.280, 2.876], [3.821, -1.922, 0.817], [4.523, -2.743, 2.294], [-2.827, -0.878, -2.846], [-2.880, -0.468, -1.441], [-3.234, 0.936, -1.253], [-1.895, -1.318, -0.448], [-0.487, -1.566, -0.835], [-2.023, -0.445, 0.914], [-0.897, 0.055, 1.950], [0.497, -0.017, 1.474], [-1.160, -0.969, 3.214], [-0.146, -0.945, 4.269], [-2.497, -1.257, 3.709], [-1.333, 1.606, 2.254], [-0.361, 2.691, 2.266], [-2.689, 1.983, 2.608], [-2.644, -2.755, -0.196], [-4.046, -2.797, 0.191], [-1.846, -3.853, 0.352], [-3.800, -0.706, -3.307], [-2.592, -1.939, -2.918], [-2.065, -0.316, -3.393], [-4.182, 1.116, -1.762], [-2.476, 1.607, -1.662], [-3.362, 1.155, -0.197], [0.829, -0.713, 3.845], [-0.088, -1.933, 4.727], [-0.394, -0.209, 5.044], [-3.203, -1.331, 2.884], [-2.852, -0.496, 4.414], [-2.479, -2.216, 4.230], [0.621, 2.306, 2.003], [-0.314, 3.149, 3.257], [-0.640, 3.457, 1.538], [-3.373, 1.146, 2.472], [-3.028, 2.801, 1.965], [-2.753, 2.318, 3.648], [-4.586, -1.974, -0.271], [-4.167, -2.739, 1.279], [-4.484, -3.736, -0.149], [-0.836, -3.809, -0.047], [-2.308, -4.799, 0.064], [-1.799, -3.806, 1.446], [4.394, -2.240, -1.782], [3.334, -1.146, -1.883], [2.413, -1.418, -3.071], [2.628, -1.075, -0.678], [4.963, -2.339, -2.708], [3.911, -3.196, -1.563], [5.098, -2.017, -0.978], [3.865, -0.197, -2.077], [1.915, -2.381, -2.937], [2.967, -1.431, -4.013], [1.642, -0.645, -3.151], [2.655, 2.436, -3.433], [1.718, 2.961, -1.794], [2.990, 3.067, -0.300], [0.999, 4.764, -2.136], [0.332, 1.687, -1.338], [3.372, 3.207, -3.718], [1.943, 2.315, -4.252], [3.193, 1.496, -3.310], [3.560, 3.997, -0.309], [3.689, 2.229, -0.339], [2.455, 3.001, 0.649], [1.805, 5.483, -2.292], [0.388, 5.114, -1.301], [0.372, 4.754, -3.030], [-0.321, 2.145, -0.586], [-0.284, 1.512, -2.229]],
  "forces_ev_per_a": [[0.202, 0.128, -0.089], [0.000, -0.021, 0.082], [-0.004, 0.012, 0.092], [-0.017, -0.041, 0.016], [-0.061, 0.040, -0.041], [0.009, -0.027, -0.051], [-0.033, -0.014, 0.009], [0.097, 0.006, -0.058], [-0.014, -0.009, 0.011], [0.010, -0.153, 0.136], [-0.129, 0.177, -0.001], [-0.063, -0.016, -0.098], [0.064, -0.029, 0.064], [0.028, 0.001, -0.034], [-0.013, 0.019, -0.004], [-0.030, 0.025, 0.015], [-0.008, -0.031, -0.023], [0.019, -0.005, 0.001], [0.007, 0.001, -0.024], [-0.005, -0.007, 0.006], [0.017, 0.036, 0.067], [-0.002, 0.007, -0.015], [-0.007, -0.008, -0.019], [-0.002, -0.003, -0.005], [0.002, 0.001, -0.008], [0.002, 0.005, -0.004], [0.001, 0.013, 0.004], [0.004, -0.005, -0.011], [0.005, 0.009, 0.004], [-0.009, -0.009, 0.012], [0.000, 0.002, 0.003], [0.010, 0.007, 0.000], [-0.001, 0.010, 0.010], [0.000, -0.009, 0.008], [-0.004, -0.007, -0.003], [-0.002, -0.001, 0.003], [0.009, -0.001, 0.000], [-0.007, 0.004, -0.002], [-0.002, 0.002, 0.003], [-0.008, -0.004, 0.001], [-0.002, 0.003, -0.004], [-0.003, 0.001, 0.005], [-0.010, -0.008, -0.001], [-0.007, 0.001, -0.001], [0.006, 0.000, 0.006], [0.011, -0.002, -0.009], [-0.004, -0.004, 0.000], [0.000, 0.028, 0.005], [0.036, -0.034, -0.004], [0.012, 0.015, -0.011], [-0.021, 0.045, -0.061], [-0.006, 0.003, -0.010], [-0.001, -0.006, 0.001], [0.007, 0.001, -0.006], [-0.014, 0.005, -0.003], [-0.015, -0.003, 0.009], [-0.002, -0.020, -0.002], [0.007, 0.013, 0.002], [0.005, 0.013, -0.017], [0.031, 0.034, 0.052], [0.005, -0.011, -0.019], [-0.032, -0.009, 0.044], [-0.106, -0.166, -0.028], [0.010, -0.004, -0.011], [-0.002, 0.006, -0.004], [-0.006, -0.013, 0.020], [0.014, -0.001, -0.018], [-0.012, -0.024, 0.008], [0.009, 0.028, 0.008], [0.008, 0.004, -0.012], [0.010, -0.008, 0.013], [-0.003, 0.004, -0.004], [-0.015, 0.010, 0.008], [0.025, -0.006, -0.013]],
  "lowdin_charge": [0.60, 0.77, -1.14, 0.75, -0.10, -0.05, -0.08, -0.29, -0.08, 0.49, -0.28, -0.26, 0.48, -0.35, -0.28, -0.12, -0.11, -0.28, -0.08, -0.10, -0.29, -0.10, -0.09, 0.09, 0.08, 0.09, 0.09, 0.07, 0.07, 0.00, 0.08, 0.09, 0.06, 0.09, 0.09, 0.06, 0.09, 0.09, 0.07, 0.09, 0.09, 0.08, 0.07, 0.09, 0.06, 0.09, 0.08, -0.07, -0.59, -0.07, -0.37, 0.08, 0.08, 0.07, 0.11, 0.08, 0.08, 0.05, -0.21, 0.71, -0.21, -0.23, -0.37, 0.02, 0.02, -0.01, 0.01, 0.01, 0.00, 0.01, 0.00, 0.01, -0.04, -0.03],
  "fmax_ev_per_a": 0.25,
  "spin_multiplicity": 1,
  "gap_ev": 8.1248,
  "total_energy_ha": -6290.55477,
  "homo_energy_ev": -7.8504,
  "total_charge": 0
}